No. 1
A molecular structure, C40H34Cl2CuF6N7O16S2 in a non-equilibrium geometry. Source: the OMol25 dataset; level of theory: the ωB97M-V functional and the def2-TZVPD basis.

XYZ file:
```
108
C40H34Cl2CuF6N7O16S2 | the OMol25 dataset | the ωB97M-V functional and the def2-TZVPD basis
C -6.734 -17.154 11.438
C -3.195 -26.841 10.577
C 2.178 -22.022 17.947
C -0.740 -8.855 13.075
H -3.366 -26.818 9.511
H 0.368 -11.108 15.379
C -10.484 -22.004 16.426
N -9.761 -6.354 16.365
O -2.756 -11.835 10.560
C 0.806 -20.298 18.872
O -6.915 -18.544 13.653
C 3.174 -21.180 17.643
C -4.033 -16.924 2.936
F -5.979 -17.018 10.389
O -10.551 -5.669 15.666
H -10.230 -9.452 6.905
C 1.878 -19.422 18.603
F -5.912 -16.721 14.992
H -11.189 -21.864 17.245
C -1.183 -11.172 12.230
C -12.020 -10.522 7.506
O -2.652 -18.571 14.157
O 4.568 -18.337 19.095
H -9.110 -11.594 6.157
H -3.939 -28.746 10.691
N 4.257 -18.955 18.030
Cu -1.337 -18.424 10.041
H -3.912 -15.363 4.509
C -8.986 -7.353 15.599
H -10.405 -13.693 6.093
C -4.350 -17.076 1.600
C -4.109 -15.564 3.466
O -1.708 -23.652 10.976
H -12.432 -9.574 7.821
C -9.141 -22.427 17.014
C -9.413 -8.130 14.521
C -12.101 -12.865 7.159
C -4.530 -15.940 0.770
C -8.695 -9.204 13.997
H 0.136 -22.289 18.828
O -6.301 -19.919 11.658
C -1.328 -9.750 12.139
C -2.690 -25.751 11.205
H -2.313 -24.873 13.125
Cl -10.954 -23.330 15.350
O -13.507 -14.185 8.484
C -12.680 -11.738 7.586
H -9.075 -9.811 13.189
H 0.412 -8.709 14.903
H 3.946 -21.648 17.051
C -7.665 -7.618 16.110
O -3.512 -17.757 4.996
N -2.075 -24.735 10.426
H -3.861 -28.804 13.258
H -8.619 -23.068 16.303
F -3.843 -16.175 15.109
O -4.573 -20.031 14.654
O -9.616 -6.313 17.589
C -10.145 -11.608 6.464
O 4.961 -19.037 16.982
C -6.897 -8.688 15.649
C -3.116 -26.816 13.307
N -1.827 -12.100 11.312
H -7.326 -7.012 16.938
C -3.578 -27.936 12.683
H -13.711 -11.674 7.904
N -4.583 -18.306 12.547
N -12.675 -14.152 7.615
C -4.485 -14.519 2.739
F -6.729 -16.044 12.209
H -5.949 -8.834 16.145
H -1.935 -9.346 11.342
C -4.615 -14.637 1.341
H 1.947 -18.357 18.772
Cl -9.447 -23.315 18.606
H -4.930 -13.879 0.639
H -2.945 -26.768 14.373
H -10.350 -7.844 14.067
O -12.169 -15.198 7.159
H -8.618 -21.527 17.337
S -4.098 -18.754 14.093
F -8.028 -17.328 11.054
H -0.766 -7.775 13.044
H -0.009 -20.095 19.552
H -0.528 -12.653 13.666
H -4.540 -18.052 1.180
C -10.765 -10.390 6.926
F -4.614 -17.556 16.513
H -10.436 -21.006 15.991
H -4.539 -13.507 3.111
O -1.404 -13.197 11.370
C -7.381 -9.374 14.543
C -10.791 -12.789 6.540
C -2.800 -25.681 12.600
N -3.631 -18.069 3.799
O -3.472 -19.141 3.291
C -3.597 -27.949 11.334
C 3.094 -19.855 18.134
H -4.894 -16.132 -0.228
C 0.986 -21.683 18.552
S -6.078 -18.680 12.423
C -0.043 -10.788 14.433
C -0.116 -9.368 14.231
O -1.988 -24.871 9.198
C -0.567 -11.599 13.434
C -4.635 -17.201 15.265
H 2.301 -23.050 17.638
H -6.823 -10.248 14.240
```

The LUMO energy (spin up / spin down) comes out at -7.16 / -8.52 eV. Its total charge is +1. As for the energy: -7086.9607 Eh. As for the spin multiplicity: 2. Its expectation value of S² is 0.77.

No. 2
A molecular structure, C40H34ClGeIN3OPdS in a non-equilibrium geometry. Source: the OMol25 dataset; level of theory: the ωB97M-V functional and the def2-TZVPD basis.

XYZ file:
```
83
C40H34ClGeIN3OPdS | the OMol25 dataset | the ωB97M-V functional and the def2-TZVPD basis
C -2.387 -2.223 3.441
C -0.588 3.485 -4.695
H 4.651 -2.777 -0.685
C 3.762 1.377 1.823
C 4.045 -3.768 1.126
C -4.536 0.846 -1.365
S 0.274 7.116 1.551
C -1.336 2.360 -2.652
C -1.627 -2.563 1.186
H -4.469 -4.257 1.748
H 1.905 2.917 -2.482
O 0.038 1.532 1.660
Pd 0.131 1.142 -0.463
C -1.663 -2.811 -2.816
C 2.390 1.441 1.329
C -0.777 -4.749 -1.735
C 0.346 6.911 3.397
H -2.674 -3.101 -4.667
H -0.347 4.766 1.747
C -3.699 -3.541 1.984
C 0.711 3.424 -4.253
C 1.220 1.510 2.188
N 2.120 1.223 -0.016
H 2.934 1.642 5.148
H -2.626 3.093 -4.214
H 3.057 -4.745 2.770
H 0.839 -3.887 2.167
C -4.107 0.654 -0.084
C -2.765 0.875 0.235
C 3.838 -3.167 -0.100
H -0.055 7.724 4.013
H -0.160 -5.214 -0.944
H 5.854 1.231 1.103
C 3.058 0.943 -0.843
C 2.776 1.632 4.034
H -1.104 -6.628 -2.639
H 1.616 3.648 -4.784
H 0.560 -0.594 -2.157
Cl 5.446 1.684 3.830
C -2.157 -3.582 -3.864
C -0.951 -3.366 -1.732
C 4.414 1.013 -0.464
C -2.024 -4.979 -3.816
C -3.572 -2.980 3.241
H -4.306 -3.086 4.067
C 0.201 -0.645 -1.118
C 0.906 2.898 -2.950
C -1.612 2.941 -3.917
N -1.915 1.305 -0.686
C -1.302 -5.553 -2.782
C 1.675 -3.713 1.557
H -4.829 0.411 0.743
H -3.063 -3.518 -0.024
C 1.443 1.570 3.579
H -3.857 1.508 -3.383
C 3.864 1.509 3.217
H -1.822 -1.701 -2.804
C -2.354 1.631 -1.920
C 2.934 -4.131 1.916
H 2.493 -2.442 -1.520
H 0.357 5.153 0.267
H 5.194 0.816 -1.232
H -0.748 3.874 -5.684
H -2.496 -5.599 -4.603
C 2.553 -2.869 -0.511
C -3.618 1.273 -2.348
C -2.758 -3.287 0.959
I -0.146 1.389 4.857
H -0.651 -1.302 2.585
C -0.374 5.536 0.969
Ge -0.345 -2.310 -0.249
H 2.731 0.659 -1.887
C 4.790 1.214 0.850
H -5.606 0.724 -1.665
H -2.428 0.836 1.267
H -0.280 5.998 3.589
C -1.420 -2.064 2.441
C 1.478 -3.080 0.350
H -2.123 -1.941 4.479
H -1.344 5.544 0.531
H 5.066 -4.002 1.449
N -0.055 2.393 -2.195
H 1.410 6.802 3.554
```

The LUMO energy (spin up / spin down) comes out at -3.51 / -5.81 eV. Its total charge is +1. As for the energy above the lowest of the compared OMol25 structures with the same formula, charge and spin: 0.000 eV. As for the energy: -5144.6057 Eh. As for the spin multiplicity: 5. Its expectation value of S² is 6.05.